No. 1
Here is a cluster of 12 separate species, C40H56F21N3O20 in total at a distorted geometry from the OMol25 dataset. Energies are from ωB97M-V/def2-TZVPD.

Properties
total charge	-1
E_tot	-5324.000544	Eh
HOMO-LUMO gap (spin up / spin down)	1.894 / 6.923	eV
spin multiplicity	2

Structure (XYZ):
```
140
C40H56F21N3O20 (ωB97M-V/def2-TZVPD)
F -2.142 7.487 1.178
F -0.176 1.191 -2.581
F 0.027 0.067 4.609
F -4.195 -4.090 -0.780
F 6.527 -4.060 -4.627
F 1.459 2.226 -3.647
F 7.539 -5.303 -3.022
F 2.341 2.642 1.577
F 5.736 -4.712 2.192
F -3.408 8.943 0.144
F 5.697 -3.352 0.611
F -1.307 8.644 -0.413
F 1.633 1.214 3.054
F -4.089 -4.256 -2.908
F 0.743 0.240 -4.233
F 6.833 -5.192 0.338
F 5.388 -4.659 -2.851
F -1.268 -1.541 4.330
F 0.377 1.685 1.280
F -6.048 -3.864 -2.038
F -1.144 -0.688 6.243
O 2.562 -1.370 0.388
O -2.852 1.171 5.420
O -3.453 -1.756 -2.882
O 0.623 -1.376 1.027
O 3.374 -4.370 0.330
O -1.147 3.194 -4.248
O -4.875 -1.398 -1.130
O -3.656 -3.701 4.698
O 0.961 4.560 2.477
O -4.782 -2.142 3.452
O -3.256 6.888 -2.005
O -2.428 0.729 3.219
O 8.416 -2.709 -2.360
O -2.415 5.556 -0.372
O 4.245 -6.525 0.268
O -3.525 -3.505 2.377
O 0.984 -1.012 -1.119
O -0.160 3.061 3.920
O -0.922 1.549 -5.805
O 6.192 -2.062 -2.354
N -5.733 2.497 -0.439
N 7.983 2.622 -1.221
N -0.956 -4.551 -0.850
C 0.507 5.727 3.093
C -3.848 2.159 5.182
C -5.359 1.662 0.329
C 1.477 -4.884 1.807
C 8.896 -1.628 -1.587
C -3.759 0.659 -3.345
C 1.386 5.988 4.287
C 5.893 1.058 -1.272
C 1.238 2.186 2.191
C -2.436 0.962 -7.644
C -0.699 -4.135 -1.921
C -5.345 -1.383 4.529
C -4.702 -3.640 -1.952
C -2.830 -0.443 -2.887
C -0.764 -1.181 0.936
C 3.566 -1.351 -0.593
C 1.366 -1.164 0.034
C -4.875 0.683 1.289
C 4.376 -5.303 0.408
C -2.137 1.837 -6.399
C 6.641 -4.257 -3.297
C -2.700 -4.622 2.167
C 2.010 -4.746 0.351
C 0.366 1.405 -3.755
C -1.149 -0.411 4.962
C -2.432 8.013 0.032
C -2.790 6.765 -0.872
C -4.392 -2.120 -1.981
C -4.012 -3.144 3.617
C 9.159 -0.353 -2.330
C -0.331 -3.590 -3.245
C 7.044 -2.877 -2.644
C -4.270 2.720 6.543
C -2.188 0.572 4.420
C -1.667 3.268 -0.408
C 7.084 1.918 -1.228
C 0.566 3.279 2.977
C -2.620 4.348 -1.020
C -0.623 2.157 -4.602
C 5.708 -4.657 0.860
H -3.202 -5.451 1.669
H 4.526 -1.283 -0.082
H 1.437 -4.001 -0.201
H -1.143 -0.291 0.435
H -4.723 1.152 2.261
H -5.586 -0.135 1.405
H 1.878 -5.727 -0.106
H -3.972 0.549 -4.409
H -1.962 1.305 -8.564
H -2.499 4.483 -2.095
H 9.447 0.476 -1.684
H -1.840 -4.306 1.577
H -3.392 2.997 4.655
H -0.626 3.456 -0.671
H 5.460 1.091 -2.272
H -2.241 -4.963 3.095
H 5.181 1.554 -0.612
H 9.753 -2.036 -1.051
H 0.494 -5.341 1.920
H -2.223 2.899 -6.627
H 3.528 -2.279 -1.163
H -1.021 -1.186 1.995
H -3.922 0.420 0.830
H 1.400 7.030 4.607
H 1.493 -3.864 2.189
H -1.896 2.268 -0.776
H 6.068 0.034 -0.943
H 1.118 5.485 5.216
H -2.494 -0.150 -1.892
H -3.352 3.011 7.054
H -4.747 1.984 7.189
H -6.014 -0.591 4.191
H 0.479 6.551 2.381
H -4.870 3.625 6.446
H -1.750 3.199 0.677
H 2.428 5.713 4.125
H 8.184 -0.165 -2.778
H -4.636 -0.782 5.098
H 2.088 -5.508 2.459
H 9.821 -0.389 -3.195
H -2.140 -0.087 -7.622
H -0.334 -2.521 -3.030
H 0.609 -3.976 -3.639
H 3.498 -0.483 -1.249
H -1.961 -0.491 -3.543
H -4.752 0.644 -2.897
H -5.878 -1.996 5.256
H -0.519 5.621 3.447
H -3.490 1.119 -7.876
H -1.176 -2.076 0.470
H -1.088 -3.783 -4.006
H -4.715 1.812 4.619
H 8.163 -1.359 -0.826
H -3.670 4.055 -0.994
H -3.328 1.612 -3.037
H -2.950 1.629 -5.704
```


No. 2
Here is the molecule C5H11NOS at a distorted geometry from the OMol25 dataset. Energies are from ωB97M-V/def2-TZVPD.

Properties
SMILES string	C[C@H]1[C@@H](N)[C@H](O)[C@H]1S
energy relative to the best compared isomer or geometry (same formula, charge and spin)	5.199	eV
E_tot	-725.133813	Eh
HOMO-LUMO gap	9.321	eV
spin multiplicity	1

Structure (XYZ):
```
19
C5H11NOS (ωB97M-V/def2-TZVPD)
S 0.282 1.782 -1.847
O -2.172 0.819 1.396
N 1.543 0.012 1.224
C -0.012 -0.128 0.924
C -0.908 1.121 0.854
C -0.842 0.774 -0.770
C 0.907 -1.286 -1.305
C -0.325 -0.657 -0.444
H -1.898 0.986 -1.335
H 0.852 -2.374 -1.138
H 2.002 -0.869 -1.339
H -1.225 -1.188 -0.747
H 1.475 1.849 -1.247
H 1.613 0.276 2.254
H 1.742 -1.022 1.737
H -2.476 -0.157 1.176
H -0.850 2.156 1.312
H -0.501 -0.646 1.706
H 0.791 -1.449 -2.412
```


No. 3
Here is a structure of composition C26H29N8O4PbSi at a distorted geometry from the OMol25 dataset. Energies are from ωB97M-V/def2-TZVPD.

Properties
total charge	+1
energy relative to the best compared isomer or geometry (same formula, charge and spin)	2.034	eV
E_tot	-2229.255845	Eh
HOMO-LUMO gap	7.873	eV
spin multiplicity	1

Structure (XYZ):
```
69
C26H29N8O4PbSi (ωB97M-V/def2-TZVPD)
Pb -1.932 -0.135 -0.428
Si 0.254 4.827 1.603
O 1.814 1.427 5.327
O 1.315 2.820 3.043
O 0.587 -0.191 6.316
O -0.727 3.465 2.162
N -2.304 0.051 3.604
N -0.281 -0.790 -1.894
N 0.828 -1.299 -3.925
N -2.977 -1.154 -2.200
N -1.347 -1.830 -3.763
N 0.570 -9.501 0.931
N -3.511 -2.654 -3.853
N -1.832 1.013 2.798
C -2.609 -1.931 -3.204
C -1.401 -0.271 4.534
C 0.924 4.418 -1.236
C -0.264 -1.253 -3.125
C -1.188 5.937 1.059
C 2.738 3.996 0.316
C 2.124 -1.517 -3.282
C 1.249 5.806 2.715
C -0.308 0.565 4.410
C -0.524 -6.445 2.056
C 3.574 4.025 -0.822
C -0.297 -6.281 -0.335
C 0.806 0.530 5.348
C -1.628 -3.079 0.997
C 0.853 -1.458 -5.367
C 1.385 4.280 0.102
C -0.729 -4.987 -0.326
C 0.090 2.555 2.820
C -2.083 -1.900 0.908
C -0.674 1.445 3.322
C -1.173 -4.378 0.914
C -0.228 -7.037 0.821
C 1.836 4.558 -2.249
C -1.048 -5.119 2.092
C 3.186 4.404 -2.100
C 0.134 -8.437 0.802
H 0.624 -0.791 -1.448
H -1.147 -2.477 -4.503
H 4.652 3.809 -0.629
H -0.769 -4.364 -1.237
H -3.221 -0.408 3.484
H 1.898 -1.479 -5.571
H -3.170 -3.402 -4.435
H 1.492 4.939 -3.210
H -1.102 6.563 0.082
H -0.126 4.195 -1.488
H 0.377 -0.594 -5.849
H 3.188 3.857 1.272
H 2.134 -2.457 -2.717
H 1.566 6.763 2.270
H 0.204 -2.363 -5.683
H -0.682 -7.202 2.914
H -1.455 -1.097 5.254
H -0.067 -6.721 -1.292
H 3.895 4.504 -2.948
H 2.276 -0.674 -2.537
H -4.480 -2.653 -3.616
H -2.080 5.250 0.963
H 2.124 5.221 3.124
H -1.538 -4.729 2.977
H 2.917 -1.490 -4.016
H 1.935 1.945 4.502
H -1.352 6.652 1.859
H 0.671 5.985 3.622
H -3.968 -1.259 -2.035
```